Here is a 3-piece molecular cluster, C21H53FN7O3P2 overall in a non-equilibrium geometry from OMol25. Energies are from wB97M-V/def2-TZVPD.

Element x y z (Å)
H (-1.204, -0.586, 5.281)
H (-4.492, 4.453, -4.501)
H (0.295, -1.149, 3.821)
H (0.313, 2.994, -3.196)
C (-3.775, 3.633, -4.424)
N (-4.132, 2.792, -3.298)
H (0.539, 1.990, 1.304)
H (4.987, -3.274, -3.047)
C (-3.531, 3.777, -0.802)
C (-0.486, -0.071, 5.935)
H (-5.663, 1.346, -3.608)
H (-0.312, -2.529, -2.008)
C (3.904, -3.176, -3.047)
H (-3.000, 4.468, -1.459)
H (3.712, -2.130, -3.278)
H (-5.968, 2.508, -2.303)
H (-1.094, 3.976, -2.933)
H (-2.707, 0.575, -0.108)
C (0.564, -2.878, -1.467)
N (-3.195, 2.394, -1.064)
H (-3.755, 3.093, -5.380)
H (1.336, 0.472, 0.905)
O (-3.188, 0.474, -3.533)
O (2.745, -5.659, -2.402)
H (1.796, -1.535, -2.573)
H (1.996, 2.876, 6.675)
H (-1.358, 3.145, 5.840)
N (1.897, 2.021, 4.738)
H (0.464, -0.610, 5.930)
H (2.618, -2.702, 0.125)
N (-0.320, 1.325, 5.588)
H (-3.254, 4.027, 0.223)
C (2.127, 3.159, 5.623)
H (0.325, -3.016, -0.413)
C (-0.590, 0.692, -2.903)
H (-0.550, 0.420, -3.968)
C (-1.481, 2.085, 6.052)
H (-2.811, 4.116, -4.280)
H (5.231, -3.386, -0.541)
P (0.339, 1.871, 4.071)
C (1.262, 1.249, 1.661)
O (-0.933, 2.360, 3.438)
H (1.427, 3.966, 5.404)
H (5.122, -4.845, -1.553)
H (-4.602, 3.971, -0.899)
H (-0.858, -0.153, 6.958)
C (1.653, -1.813, -1.529)
C (-0.769, 3.018, -3.345)
H (3.130, 3.569, 5.491)
N (-1.377, 1.898, -2.660)
H (1.384, -3.380, -4.126)
H (3.451, 1.000, 3.723)
H (2.241, 1.740, 1.732)
C (-2.685, 1.649, 0.088)
H (-0.264, -3.857, -3.784)
C (0.777, -4.132, -3.629)
H (-0.643, -0.703, 2.382)
H (3.682, -1.617, -0.862)
C (0.350, -0.659, 2.851)
C (2.902, -2.372, -0.876)
H (2.618, 0.039, 4.951)
H (1.040, -1.270, 2.264)
H (0.895, -5.111, -4.084)
H (-0.948, -5.245, -2.146)
H (3.728, 1.314, 5.428)
P (-3.095, 1.628, -2.575)
F (1.222, -0.672, -0.853)
H (-6.117, 3.006, -3.985)
H (0.438, -6.266, -1.653)
H (-1.008, -0.150, -2.355)
C (0.984, -4.211, -2.110)
C (2.962, 1.043, 4.700)
H (-2.415, 1.755, 5.579)
C (-5.534, 2.390, -3.303)
H (-3.295, 1.820, 0.976)
C (3.366, -3.601, -1.657)
N (2.341, -4.669, -1.695)
H (-1.651, 1.928, 0.315)
C (4.578, -4.179, -0.890)
H (-0.199, -5.068, -0.546)
H (0.426, 0.832, -2.535)
H (-1.576, 1.984, 7.135)
H (3.541, -3.790, -3.864)
N (0.876, 0.688, 2.953)
H (-0.954, 3.003, -4.429)
H (4.218, -4.789, -0.063)
C (-0.012, -5.279, -1.598)

Multiplicity: 2
Frontier orbital gap (spin up / spin down), eV: 8.56 / 7.83

Here is a 3-piece molecular cluster, C4H13NO3 overall in a non-equilibrium geometry from OMol25. Energies are from wB97M-V/def2-TZVPD.

Element x y z (Å)
H (-0.773, -0.850, 0.076)
C (-0.586, 2.765, -1.643)
C (0.092, 3.651, 0.447)
C (-0.525, 0.021, -0.510)
C (-0.654, 1.270, 0.368)
H (-1.188, 0.158, -1.361)
H (-0.878, 1.894, -2.240)
H (-0.005, 1.253, 1.240)
H (0.451, 0.112, -0.991)
H (1.117, 4.002, 0.317)
O (2.957, -3.835, 0.448)
H (-0.069, 3.474, 1.512)
H (3.098, -4.099, -0.471)
H (-0.271, -6.666, 0.764)
H (2.230, -3.200, 0.411)
N (-0.253, 2.497, -0.350)
O (-0.640, 3.883, -2.110)
H (-0.804, -5.956, 2.037)
H (-0.552, 4.500, 0.208)
O (-1.063, -6.310, 1.180)
H (-1.684, 1.436, 0.669)

SMILES: CCN(C)C=O.O.O
ΔE to the lowest compared entry with this formula, charge and spin, kJ/mol: 143.67
Frontier orbital gap, eV: 9.71

Here is C2H10BCl3CoN2O16 as an isolated structure in a non-equilibrium geometry from OMol25. Energies are from wB97M-V/def2-TZVPD.

Element x y z (Å)
Cl (3.713, -0.850, -1.261)
O (-1.736, 0.436, 0.508)
H (-0.687, -2.119, -4.001)
H (-2.904, 2.881, 2.361)
H (0.882, 1.205, 3.013)
O (-0.394, 0.418, -3.508)
H (-1.648, -2.347, -2.575)
O (0.300, 4.119, 0.059)
O (-0.310, -2.517, 0.754)
B (0.945, 0.313, 2.408)
O (2.550, -0.792, -0.481)
H (-0.048, 0.008, 2.114)
H (-1.274, 2.695, 1.522)
H (-2.306, -1.248, -3.849)
O (-1.566, -4.509, 0.326)
H (1.296, -0.439, 3.098)
Cl (-1.352, -3.420, 1.251)
O (-2.547, -2.598, 1.384)
C (-2.148, 2.209, 1.956)
H (1.634, 0.431, 1.587)
O (2.437, 3.266, 0.461)
O (4.696, 0.175, -0.831)
N (-0.544, -0.570, -2.812)
Co (0.459, -0.301, 0.333)
O (0.859, 1.971, -0.633)
O (3.414, -0.754, -2.669)
H (-1.887, 1.662, 2.862)
O (4.233, -2.144, -1.074)
O (-0.975, -3.940, 2.578)
O (1.701, 3.903, -1.759)
C (-1.410, -1.623, -3.354)
O (-0.275, -0.632, -1.644)
Cl (1.333, 3.306, -0.490)
O (-3.815, 0.758, 1.260)
N (-2.626, 1.047, 1.107)

Charge: -1
Multiplicity: 5
Frontier orbital gap (spin up / spin down), eV: 8.25 / 2.81

Here is one molecule with the formula CH4N2P2 in a non-equilibrium geometry from OMol25. Energies are from wB97M-V/def2-TZVPD.

Element x y z (Å)
H (1.907, -0.795, 2.649)
H (-0.981, 0.831, -1.019)
N (-1.306, -0.100, -0.848)
P (1.422, -0.661, -0.895)
P (-0.455, -1.480, -0.314)
H (-2.269, -0.133, -1.003)
H (1.017, 0.631, -1.328)
C (1.903, -0.009, 0.724)
N (2.111, -0.099, 1.903)

SMILES: N=C=[PH]=PN
ΔE to the lowest compared entry with this formula, charge and spin, kJ/mol: 215.80
Frontier orbital gap (spin up / spin down), eV: 6.19 / 7.49